Molecular formula: C40H45O6P2ScSe3Te
Method: DFT, ωB97M-V with the def2-TZVPD basis set

Geometry (Å):
Sc1 0.5731 -0.8465 0.8000
Se1 1.3424 -4.0108 4.0076
Se2 -0.2322 -2.8163 2.7523
Te1 0.1366 -0.6126 4.0876
Se3 -0.4274 1.2644 2.4987
C1 -1.8518 1.0766 -5.6299
C2 -2.3514 2.0554 -4.7869
C3 -1.9291 2.1260 -3.4611
C4 -1.0152 1.2106 -2.9538
C5 -0.5385 0.2091 -3.8059
C6 -0.9385 0.1545 -5.1297
P1 -0.2962 1.2491 -1.2427
C7 -0.9042 2.8293 -0.5590
C8 -2.2830 2.8933 -0.3341
C9 -2.8509 3.9750 0.3182
C10 -2.0429 5.0002 0.7937
C11 -0.6698 4.9250 0.6197
C12 -0.1036 3.8459 -0.0501
C13 1.4314 1.4864 -1.8090
C14 1.9115 2.6451 -2.3554
C15 3.1755 2.6838 -2.9829
C16 3.8952 1.5316 -3.1115
C17 3.4104 0.3053 -2.5939
C18 4.1293 -0.9023 -2.8038
C19 3.6280 -2.0763 -2.3293
C20 2.4336 -2.0836 -1.5620
C21 1.6966 -0.9569 -1.2891
C22 2.1845 0.2646 -1.8794
H1 -2.1742 1.0271 -6.6630
H2 -3.0654 2.7837 -5.1530
H3 -2.3101 2.9223 -2.8348
H4 0.1616 -0.5263 -3.4280
H5 -0.5434 -0.6287 -5.7656
H6 -2.9146 2.0642 -0.6385
H7 -3.9206 3.9945 0.4872
H8 -2.4814 5.8341 1.3283
H9 -0.0265 5.6946 1.0278
H10 0.9729 3.7802 -0.1360
H11 1.3004 3.5407 -2.3469
H12 3.5473 3.6153 -3.3934
H13 4.8482 1.5369 -3.6316
H14 5.0696 -0.8732 -3.3448
H15 4.1677 -3.0037 -2.4922
H16 2.1382 -3.0302 -1.1147
C23 -5.9357 -0.9638 1.9894
C24 -4.4524 -1.2368 2.1836
C25 -4.2451 -2.6497 2.7066
C26 -3.8271 -0.2063 3.1017
O1 -3.8762 -1.0294 0.8546
P2 -2.7054 -1.8379 0.1187
O2 -2.8894 -3.2973 0.2039
O3 -1.3567 -1.2396 0.5364
O4 -2.9148 -1.2774 -1.3743
C27 -4.1417 -1.3912 -2.1430
C28 -4.9063 -0.0885 -1.9563
C29 -5.0024 -2.5893 -1.7629
C30 -3.6715 -1.5329 -3.5783
H17 -6.4582 -1.0844 2.9409
H18 -6.3672 -1.6624 1.2707
H19 -6.1047 0.0539 1.6309
H20 -4.7725 -2.7225 3.6624
H21 -3.1913 -2.8727 2.8709
H22 -4.6388 -3.3934 2.0157
H23 -4.3783 -0.1653 4.0465
H24 -3.8448 0.7774 2.6329
H25 -2.7872 -0.4440 3.3140
H26 -5.1538 0.0627 -0.9068
H27 -5.8344 -0.1075 -2.5359
H28 -4.3030 0.7527 -2.3045
H29 -5.4100 -2.5055 -0.7584
H30 -4.4375 -3.5176 -1.8077
H31 -5.8352 -2.6291 -2.4722
H32 -3.0526 -0.6829 -3.8592
H33 -4.5306 -1.5781 -4.2542
H34 -3.0819 -2.4433 -3.6940
C31 7.8521 -0.3216 4.7106
C32 6.5766 -0.4249 3.9182
C33 5.6985 0.6426 3.8350
C34 4.5113 0.5725 3.1071
C35 3.6262 1.7954 3.1033
C36 4.1933 -0.6249 2.4539
C37 5.0551 -1.7321 2.5430
C38 4.7641 -3.0734 1.9168
C39 6.2385 -1.5991 3.2609
C40 2.9173 -0.7096 1.6676
O5 2.3793 -1.8300 1.4374
O6 2.3584 0.3393 1.2459
H35 7.9601 0.6721 5.1478
H36 8.7301 -0.5080 4.0871
H37 7.8784 -1.0491 5.5249
H38 5.9316 1.5666 4.3554
H39 4.0204 2.5106 3.8280
H40 2.5918 1.5550 3.3531
H41 3.5768 2.2596 2.1184
H42 4.5739 -2.9904 0.8459
H43 3.8690 -3.5159 2.3575
H44 5.6188 -3.7335 2.0791
H45 6.9017 -2.4567 3.3219

charge: -2
relative energy (zero: lowest compared OMol25 entry of this formula, charge and spin): 0.375 eV
HOMO energy: -1.126 eV
HOMO-LUMO gap: 5.2385 eV
DFT total energy: -10918.87598 Eh